Entry 1:
Molecular formula: C13H28ClINP2Sn
Method: DFT, ωB97M-V/def2-TZVPD

The geometry in ORCA input format:
```
! wB97M-V def2-TZVPD RIJCOSX def2/J DEFGRID3
* xyz 3 1
I -2.872 -0.387 -1.683
Sn -0.129 -0.061 -1.557
Cl 2.484 -0.079 -2.209
P 0.015 2.392 -0.526
P 0.005 -2.351 -0.192
N -0.407 0.118 1.952
C -1.619 -0.060 2.464
C 0.599 0.314 2.833
C -0.836 0.144 4.760
C -1.061 0.164 6.239
C -1.555 -3.251 0.131
C 0.764 -3.352 -1.532
C 1.076 -2.768 1.267
C -0.535 -0.026 -3.590
C 0.433 0.302 4.209
C -1.876 -0.027 3.841
C -1.586 3.257 -0.377
C 1.043 3.046 0.877
C 0.806 3.237 -1.961
H -1.393 -4.335 0.205
H 1.245 -3.856 1.290
H 1.755 -2.953 -1.766
H 0.561 -2.449 2.183
H -2.229 2.907 -1.192
H 1.600 0.485 2.413
H -2.016 -2.859 1.042
H 1.793 2.788 -2.148
H 2.033 -2.237 1.179
H 0.512 2.851 1.818
H -1.117 0.869 -3.848
H -1.454 4.348 -0.442
H 2.005 2.516 0.883
H -2.114 -0.011 6.507
H 1.309 0.423 4.807
H -0.899 -1.000 -3.913
H 0.900 4.315 -1.749
H 0.833 -4.389 -1.179
H -2.043 2.986 0.582
H 0.543 0.027 -3.887
H 0.104 -3.289 -2.402
H -0.777 1.132 6.688
H 0.149 3.080 -2.825
H -2.436 -0.238 1.756
H -2.234 -3.052 -0.697
H -0.469 -0.612 6.756
H 1.213 4.127 0.754
H -2.909 -0.152 4.154
*
```

The calculation puts the total energy at -2220.65758 Eh. The LUMO energy (spin up / spin down) comes out at -0.4869 / -0.5450 Eh. As for the HOMO-LUMO gap (spin up / spin down): 0.2123 / 0.1548 Eh.

Entry 2:
Molecular formula: C13H28F6NNaO17S6
Method: DFT, ωB97M-V/def2-TZVPD

The geometry in ORCA input format:
```
! wB97M-V def2-TZVPD RIJCOSX def2/J DEFGRID3
* xyz 0 1
S 14.309 11.555 4.657
S 2.810 17.240 10.730
S 6.870 5.452 7.047
S 0.665 9.121 12.776
S 5.741 6.797 5.239
S 7.725 16.541 4.562
Na 6.224 11.131 8.415
F 9.448 5.901 7.307
F 8.950 4.318 8.572
F 5.925 6.625 2.547
F 8.377 6.446 9.081
F 7.076 8.266 3.507
F 7.873 6.258 3.594
O 8.015 17.942 5.447
O -0.596 9.498 11.810
O 14.939 10.481 5.796
O 2.349 17.966 9.580
O 13.997 12.871 5.258
O 7.278 4.471 6.056
O 3.402 15.957 10.535
O 6.427 16.700 3.960
O 0.389 9.353 14.163
O 4.904 5.599 5.127
O 12.903 10.682 4.510
O 8.094 15.324 5.252
O 3.914 18.096 11.575
O 1.901 9.577 12.117
O 4.982 8.013 5.365
O 15.016 11.365 3.370
O 5.794 5.151 7.927
N 6.891 6.879 6.489
C 1.535 17.025 12.057
C 14.027 9.422 6.005
C 8.505 5.498 8.090
C 12.634 9.944 5.681
C 0.536 7.295 12.483
C 3.770 20.425 10.859
C -1.962 9.312 12.263
C -2.856 9.782 11.152
C 6.718 6.990 3.572
C 9.755 19.315 5.656
C 9.039 16.757 3.234
C 3.693 19.405 11.953
C 9.136 18.099 6.328
H 10.678 19.682 6.103
H 0.893 16.179 11.813
H 3.447 21.437 11.104
H 8.907 18.233 7.385
H 1.484 6.768 12.594
H 12.227 10.486 6.535
H 4.742 20.553 10.383
H 8.908 15.812 2.708
H 0.300 7.106 11.436
H -2.219 8.274 12.476
H -3.900 9.523 11.330
H 9.765 17.211 6.263
H 11.892 9.336 5.165
H -0.231 6.872 13.133
H 2.672 19.506 12.321
H 4.429 19.658 12.716
H 10.010 16.915 3.705
H 14.255 8.609 5.316
H -2.525 9.220 10.279
H 9.865 19.218 4.576
H -2.755 10.861 11.040
H 2.147 16.961 12.957
H 3.088 20.086 10.079
H 9.078 20.169 5.629
H 8.730 17.617 2.641
H 0.901 17.912 12.057
H 14.155 9.138 7.050
H -2.015 10.025 13.085
*
```

As for the energy above the lowest of the compared OMol25 structures with the same formula, charge and spin: 178.0 kcal per mole. The calculation puts the total energy at -4996.34531 Eh. The LUMO energy comes out at -0.1011 Eh. As for the HOMO-LUMO gap: 0.2187 Eh.

Entry 3:
Molecular formula: C13H28INO3
Method: DFT, ωB97M-V/def2-TZVPD

The geometry in ORCA input format:
```
! wB97M-V def2-TZVPD RIJCOSX def2/J DEFGRID3
* xyz 0 1
I -2.187 -2.406 -1.065
O -1.113 0.683 0.391
O 3.796 -4.097 -2.675
O 2.849 -2.857 -4.581
N 0.449 2.160 2.645
C -1.895 1.257 3.266
C 0.886 3.874 0.723
C 1.250 -4.231 -2.766
C 0.115 -3.787 -3.897
C 0.309 0.734 0.419
C 2.714 -3.691 -3.356
C 0.841 0.874 1.855
C 1.183 3.431 2.143
C -1.698 1.345 -0.724
C -2.405 -3.007 -3.159
C -1.407 -4.294 -3.539
C 0.975 1.952 4.087
C -1.072 2.420 2.727
H -2.955 1.535 3.254
H 0.701 2.826 4.685
H -1.421 2.714 1.737
H 2.218 -2.073 -4.548
H -1.425 -5.115 -2.678
H 1.934 0.833 1.850
H 0.471 0.030 2.456
H 0.672 -0.219 0.019
H 0.901 4.235 2.834
H 2.063 1.844 4.044
H 0.707 1.504 -0.239
H -2.082 2.311 -0.389
H 0.160 -2.594 -3.918
H 0.993 -3.737 -1.720
H -1.798 0.347 2.672
H 0.408 -4.120 -4.996
H 1.299 -5.393 -2.639
H 1.181 4.924 0.607
H 1.497 3.322 0.005
H -0.998 1.499 -1.549
H -2.543 0.750 -1.077
H 0.532 1.044 4.502
H -1.856 -4.722 -4.559
H -3.501 -3.465 -3.231
H 2.260 3.250 2.254
H -0.164 3.803 0.446
H -1.204 3.290 3.384
H -1.640 1.015 4.299
*
```

The calculation puts the total energy at -1089.98371 Eh. The LUMO energy comes out at -0.0263 Eh. As for the HOMO-LUMO gap: 0.1380 Eh.